Model i:
Computed, not measured: 7 unconnected molecules or ions with the total composition C28H77N7O7, with ωB97M-V/def2-TZVPD.

Structure (XYZ):
```
119
C28H77N7O7 ωB97M-V/def2-TZVPD
C 7.56181 -5.31703 -4.13541
O 8.51691 -4.81126 -3.24560
C 8.49352 -3.40295 -3.11087
C 9.17699 -2.74629 -4.29909
C 10.59429 -3.29306 -4.49210
N 9.08729 -1.25817 -4.25095
H 7.54816 -6.40624 -4.13103
H 7.70769 -4.98012 -5.16437
H 6.53534 -5.06636 -3.83785
H 7.42816 -3.15902 -3.02662
H 9.00787 -3.03227 -2.22090
H 8.60488 -2.92900 -5.21068
H 10.57157 -4.33080 -4.83433
H 11.21866 -3.26940 -3.59760
H 11.09444 -2.79026 -5.31666
H 9.85795 -0.88143 -4.83245
H 9.33523 -0.88064 -3.33628
C 13.47379 0.87165 -1.52782
O 14.08760 1.43397 -2.67697
C 14.56123 2.75100 -2.44092
C 14.92494 3.33386 -3.80648
C 15.97930 2.48216 -4.51875
N 15.41041 4.71180 -3.63152
H 13.47668 -0.21590 -1.62743
H 12.42657 1.18391 -1.52841
H 14.02190 1.06792 -0.60441
H 13.81062 3.39260 -1.96413
H 15.43186 2.70535 -1.78089
H 14.09130 3.41560 -4.51462
H 15.45276 1.63162 -4.95899
H 16.74163 2.02632 -3.88525
H 16.48754 2.99762 -5.33489
H 15.55786 5.07113 -4.56798
H 14.70080 5.29346 -3.19994
C 5.76314 0.33971 -8.58564
O 5.96139 0.90206 -9.88083
C 7.31940 0.81581 -10.28376
C 7.45633 1.45585 -11.66610
C 8.89233 1.36494 -12.16367
N 7.04537 2.88265 -11.67082
H 5.79501 -0.75135 -8.67243
H 4.79922 0.59002 -8.14861
H 6.56399 0.63818 -7.90633
H 7.95138 1.40262 -9.60604
H 7.74190 -0.19331 -10.31095
H 6.74226 0.90719 -12.28919
H 9.13754 0.31652 -12.35938
H 9.57222 1.72788 -11.39059
H 9.05028 1.90113 -13.09603
H 7.54505 3.19990 -10.83660
H 6.05880 2.85503 -11.42504
C 13.10780 -5.52686 -15.30120
O 12.99135 -4.48238 -14.37175
C 12.70492 -4.85666 -13.06755
C 12.40641 -3.64166 -12.20445
C 13.62122 -2.72200 -12.05190
N 11.87756 -4.03240 -10.88770
H 13.84658 -6.24528 -14.92635
H 13.45222 -5.13262 -16.25439
H 12.16388 -6.05295 -15.47554
H 11.92008 -5.60353 -12.91608
H 13.63796 -5.20484 -12.58346
H 11.63427 -3.08057 -12.74444
H 13.44929 -1.77466 -11.53117
H 14.04207 -2.42611 -13.01890
H 14.48353 -3.11524 -11.50418
H 11.91372 -3.21911 -10.28287
H 12.60744 -4.63502 -10.46863
C 16.92368 -2.11288 -6.22400
O 15.65072 -2.59382 -6.55768
C 15.63018 -3.61360 -7.50758
C 14.24804 -3.64211 -8.19495
C 13.11126 -3.79865 -7.19132
N 14.15296 -4.72103 -9.18019
H 17.63405 -2.94262 -6.09935
H 16.94902 -1.62263 -5.25218
H 17.31570 -1.47267 -7.02064
H 16.36920 -3.47220 -8.31263
H 15.92157 -4.61637 -7.16055
H 14.13470 -2.65516 -8.65216
H 13.04546 -2.88101 -6.60578
H 13.15429 -4.71564 -6.60659
H 12.17987 -3.76115 -7.76462
H 14.11054 -5.55218 -8.58582
H 15.01677 -4.90639 -9.68826
C 9.02890 3.61855 -4.82981
O 8.76986 3.72007 -6.21755
C 9.91121 4.02851 -6.99465
C 9.74744 3.55439 -8.44815
C 11.06722 3.53499 -9.17658
N 8.75754 4.33257 -9.21946
H 9.48182 2.64305 -4.61292
H 8.03449 3.56299 -4.38920
H 9.66555 4.42062 -4.45346
H 10.13520 5.09137 -6.84332
H 10.78361 3.46345 -6.63113
H 9.27366 2.57788 -8.31053
H 11.58030 2.59370 -8.96862
H 11.65041 4.40676 -8.88674
H 10.80565 3.44834 -10.23186
H 7.91248 4.47960 -8.67226
H 9.05474 5.28632 -9.40985
C 12.21082 0.56647 -5.01938
O 11.36668 -0.32740 -5.73465
C 11.28995 0.05286 -7.10557
C 10.43732 -0.93479 -7.93604
C 10.62194 -0.63496 -9.39535
N 8.99424 -0.75788 -7.65642
H 13.19527 0.62228 -5.48734
H 12.25617 0.08173 -4.04372
H 11.76732 1.55750 -4.88221
H 10.80971 1.03810 -7.18008
H 12.29145 0.09562 -7.54905
H 10.76000 -1.95052 -7.69448
H 10.12605 -1.36470 -10.04238
H 11.68119 -0.69493 -9.67451
H 10.22835 0.31832 -9.74787
H 8.42928 -1.57963 -7.82317
H 8.92315 -0.54125 -6.67204
```

## Properties
Total charge: 0
Kohn-Sham gap (eV): 9.1
SMILES: COC[C@H](C)N.COC[C@H](C)N.COC[C@H](C)N.COC[C@H](C)N.COC[C@H](C)N.COC[C@H](C)N.COC[C@H](C)N
HOMO (eV): -8.75
Lowest unoccupied orbital energy (hartree): 0.013


Model ii:
Computed, not measured: 7 unconnected molecules or ions with the total composition C28H77N7O7, with ωB97M-V/def2-TZVPD.

Structure (XYZ):
```
119
C28H77N7O7 ωB97M-V/def2-TZVPD
C -3.08919 4.94339 17.13541
O -2.67266 5.57758 15.97673
C -3.37632 6.79422 15.62952
C -2.71531 7.64200 14.55645
C -3.06748 9.08524 14.78985
N -3.14900 7.18627 13.25953
H -2.88289 5.49648 18.05172
H -2.49482 4.05128 17.33283
H -4.16140 4.74892 17.11025
H -4.43748 6.68934 15.40362
H -3.35245 7.45612 16.49521
H -1.63241 7.55955 14.64941
H -2.56727 9.38550 15.71057
H -4.15103 9.19567 14.83259
H -2.63249 9.67487 13.98287
H -2.93796 6.22113 13.04965
H -4.14703 7.34060 13.24456
C -10.25161 -0.04038 16.46974
O -10.19253 -1.29645 17.09333
C -10.52780 -1.31943 18.49609
C -10.45020 -2.75996 19.02737
C -11.77792 -3.49324 19.01341
N -9.97211 -2.73169 20.41448
H -9.95388 -0.07774 15.42185
H -9.62622 0.69258 16.97940
H -11.28924 0.28547 16.54222
H -9.73767 -0.72092 18.94951
H -11.50802 -0.93986 18.78454
H -9.70175 -3.35763 18.50708
H -11.72895 -4.50895 19.40590
H -12.24638 -3.54188 18.03041
H -12.45648 -2.92055 19.64562
H -9.93227 -3.65890 20.81297
H -9.02470 -2.38361 20.37743
C -4.17543 -0.48810 14.94640
O -3.69890 0.09860 13.74524
C -4.54460 1.15312 13.27659
C -3.90538 1.82370 12.09707
C -3.46308 0.92212 10.93049
N -2.66056 2.46666 12.52195
H -5.19077 -0.82200 14.73263
H -4.15276 0.18374 15.80444
H -3.57907 -1.37871 15.14455
H -5.53524 0.78817 13.00538
H -4.62828 1.89630 14.06956
H -4.53607 2.61552 11.69291
H -4.19317 0.17463 10.62015
H -2.48289 0.49318 11.13869
H -3.32135 1.50452 10.02010
H -2.75243 3.12892 13.27898
H -2.09207 1.77207 12.98504
C 4.72575 -2.04577 15.70258
O 4.52791 -0.80092 15.20699
C 3.29628 -0.23349 15.54678
C 2.09426 -0.89697 14.85174
C 2.27525 -0.96260 13.34119
N 0.85618 -0.16766 15.08448
H 4.05640 -2.79438 15.27873
H 4.58979 -2.06537 16.78389
H 5.76614 -2.35476 15.60158
H 3.08040 -0.36935 16.60652
H 3.33189 0.84102 15.36718
H 1.93746 -1.87806 15.30006
H 2.41233 0.06548 13.00598
H 1.34547 -1.24555 12.84770
H 3.05080 -1.64050 12.98473
H 0.68238 -0.28495 16.07248
H 0.07950 -0.68655 14.70027
C -5.62807 3.84653 5.82925
O -6.22846 5.12702 5.91301
C -5.69562 5.95450 6.89149
C -6.07653 7.50703 6.69775
C -5.25253 7.97839 5.50530
N -5.64724 8.32657 7.86326
H -5.89037 3.33763 4.90171
H -5.94151 3.24483 6.68238
H -4.53815 3.85321 5.81918
H -6.07986 5.68145 7.87430
H -4.60804 5.89247 6.92943
H -7.11782 7.64150 6.40493
H -5.59966 8.95103 5.15663
H -5.34605 7.34702 4.62172
H -4.17643 7.97615 5.67877
H -4.65261 8.32362 8.03876
H -5.90315 9.25993 7.57440
C -9.84304 -8.73342 14.74235
O -8.77137 -8.07222 14.08980
C -9.08455 -6.75047 13.70011
C -7.92877 -6.02945 13.03209
C -8.27377 -4.61825 12.54397
N -7.47912 -6.88222 11.90409
H -9.49369 -9.76113 14.84164
H -10.73884 -8.74067 14.12139
H -10.11833 -8.22896 15.66855
H -9.95246 -6.71435 13.04168
H -9.41268 -6.15744 14.55378
H -7.16277 -6.02314 13.80753
H -8.47102 -3.92251 13.35953
H -9.06420 -4.75831 11.80661
H -7.39329 -4.19124 12.06386
H -8.13280 -6.75524 11.14470
H -7.59993 -7.75963 12.38953
C -0.46536 -3.18027 19.46438
O -1.35039 -2.11039 19.73487
C -2.58551 -2.62866 20.32891
C -3.42078 -1.52549 21.04191
C -2.71258 -0.85037 22.23862
N -4.59853 -2.16444 21.61226
H -0.70155 -3.39770 18.42273
H -0.61286 -4.09034 20.04584
H 0.58691 -2.90218 19.40532
H -3.19804 -3.07667 19.54648
H -2.39713 -3.45195 21.01797
H -3.72284 -0.68839 20.41252
H -3.27261 -0.01500 22.65889
H -1.78720 -0.39362 21.88770
H -2.62330 -1.60075 23.02415
H -4.28003 -2.62361 22.45358
H -5.11024 -1.36834 21.96508
```

## Properties
Total charge: 0
Kohn-Sham gap (eV): 9.2
SMILES: COC[C@H](C)N.COC[C@H](C)N.COC[C@H](C)N.COC[C@H](C)N.COC[C@H](C)N.COC[C@H](C)N.COC[C@H](C)N
HOMO (eV): -8.99
Lowest unoccupied orbital energy (hartree): 0.009


Preferred: model i; penalty for the next structure: 189.0 kJ/mol.